Below is an isolated ion of composition C6H12NO and charge +1, with properties calculated with ωB97M-V with the def2-TZVPD basis set.

Results
DFT total energy = -9945.316 eV
F_max = 4.86 eV Å⁻¹
ΔE to the lowest compared entry with this formula, charge and spin = 172.62 kJ/mol
total charge = +1

```
20
Properties=species:S:1:pos:R:3:forces:R:3:mulliken_charge:R:1
C -1.0436 2.0853 0.5395 -1.1 2.5 0.3 -1.1174
N -0.6156 1.3774 -0.6361 3.5 1.1 -0.2 -0.0108
C 0.3350 0.2785 -0.3481 -0.8 -1.5 0.6 0.5067
C 1.5426 0.4356 -1.1735 -0.6 -1.8 0.2 -0.1694
O 1.4299 1.1846 -2.0980 1.1 1.2 -0.8 -0.5028
C 0.2492 -0.3741 0.9878 0.3 1.2 2.4 -0.7646
C -0.2866 -1.1187 -0.1270 -0.6 -0.3 0.1 0.0342
C 0.3839 -2.4177 -0.5317 0.7 4.4 -1.9 -1.3179
H -1.6605 2.9732 0.3133 0.5 -0.4 -0.4 0.3644
H -1.6746 1.4851 1.0915 -1.4 -1.4 1.2 0.4874
H -0.2500 2.4159 1.1946 0.5 -0.2 -0.3 0.3879
H 0.1804 1.9356 -1.0828 -1.8 0.3 -0.8 0.4477
H -1.3310 1.1955 -1.3216 -0.3 -0.2 -0.3 0.3485
H 2.3594 -0.2983 -1.0043 0.0 0.6 -0.2 0.3750
H -0.4481 0.0913 1.6972 0.3 -0.4 -0.4 0.1811
H 1.1689 -0.6166 1.5248 -0.1 -0.2 -0.5 0.2714
H -1.3578 -1.0086 -0.1432 -0.4 -0.4 -0.4 0.4632
H 0.0509 -3.1609 0.0525 -1.3 -2.8 2.0 0.4555
H 1.3775 -2.1190 -0.1812 0.6 -1.3 -1.0 0.2362
H 0.1809 -2.5676 -1.6012 0.8 -0.4 0.4 0.3237
```
Forces are in eV/Å.